DFT (ωB97M-V with the def2-TZVPD basis set) results for C21H39F3NNaO11S5 as an isolated structure in a non-equilibrium geometry.

Calculated values
**F_max**: 4.244 eV/A
**LUMO energy**: -2.6 eV
**Gap between HOMO and LUMO**: 4.30 eV
**Energy above the lowest of the compared OMol25 structures with the same formula, charge and spin**: 133.3 kcal/mol
**Energy**: -4158.5667 hartree

```
81
Properties=species:S:1:pos:R:3:mulliken_charge:R:1
Na -0.912 0.565 0.562 1.00
C -7.681 4.187 2.219 0.60
F -7.070 5.106 2.942 -0.22
F -7.641 2.992 2.821 -0.23
F -8.943 4.597 2.015 -0.22
S -6.628 3.967 0.554 1.05
O -6.209 5.285 0.272 -0.63
O -5.558 2.991 0.834 -0.67
O -7.469 3.600 -0.632 -0.68
C 4.956 -2.133 1.167 -1.06
C 6.282 -2.372 1.975 -0.53
C 7.130 -1.189 2.430 -0.33
C 6.485 -0.319 3.417 0.22
N 6.010 0.384 4.191 -0.39
H 4.427 -3.074 1.016 0.32
H 5.130 -1.819 0.137 0.32
H 4.298 -1.416 1.658 0.30
H 6.806 -3.065 1.317 0.31
H 6.103 -3.001 2.847 0.33
H 7.440 -0.661 1.529 0.27
H 8.027 -1.550 2.933 0.25
C 6.266 5.809 -4.132 -0.49
C 5.357 5.305 -5.196 -0.68
C 4.771 3.968 -4.569 -0.67
S 4.494 4.268 -2.770 1.00
O 5.356 3.299 -2.069 -0.61
O 3.094 4.418 -2.496 -0.61
C 5.455 5.911 -2.937 -0.72
H 6.579 6.799 -4.465 0.30
H 7.110 5.132 -4.000 0.31
H 6.027 5.229 -6.052 0.30
H 4.649 6.083 -5.483 0.34
H 5.442 3.128 -4.749 0.34
H 3.887 3.459 -4.953 0.44
H 5.943 6.132 -1.988 0.40
H 4.687 6.651 -3.160 0.35
C -0.905 5.012 8.372 -0.63
C -2.196 4.871 7.479 -0.59
C -2.382 3.346 7.249 -0.70
S -0.649 2.626 7.082 1.07
O -0.408 2.476 5.624 -0.65
O -0.449 1.500 8.000 -0.63
C 0.255 4.095 7.712 -0.66
H -0.869 4.640 9.396 0.30
H -0.611 6.051 8.517 0.36
H -2.210 5.382 6.516 0.30
H -3.087 5.266 7.967 0.33
H -2.991 3.126 6.373 0.40
H -2.914 2.865 8.070 0.36
H 0.919 4.546 6.974 0.37
H 0.915 3.701 8.484 0.35
C -2.352 -9.195 0.092 -0.52
C -0.823 -9.422 0.171 -0.63
C -0.224 -7.975 0.259 -0.74
S -1.326 -7.004 1.319 1.04
O -1.233 -5.560 0.920 -0.66
O -1.120 -7.279 2.742 -0.63
C -2.817 -7.941 0.836 -0.68
H -2.716 -9.998 0.733 0.22
H -2.605 -9.194 -0.968 0.39
H -0.524 -10.016 -0.692 0.35
H -0.525 -10.053 1.009 0.33
H -0.130 -7.428 -0.679 0.36
H 0.775 -7.957 0.694 0.43
H -3.329 -7.304 0.115 0.30
H -3.513 -7.986 1.673 0.45
C -4.530 -2.490 -6.509 -0.61
C -4.693 -1.236 -7.380 -0.52
C -3.644 -0.299 -6.789 -0.77
S -2.155 -1.258 -6.106 1.00
O -1.909 -0.960 -4.659 -0.63
O -1.080 -1.111 -7.084 -0.63
C -3.036 -2.795 -6.364 -0.67
H -5.044 -3.416 -6.769 0.35
H -4.968 -2.252 -5.540 0.31
H -5.671 -0.774 -7.246 0.28
H -4.534 -1.413 -8.444 0.29
H -4.082 0.218 -5.936 0.38
H -3.371 0.609 -7.327 0.45
H -2.688 -3.605 -5.723 0.45
H -2.652 -3.071 -7.346 0.33
```

DFT (ωB97M-V with the def2-TZVPD basis set) results for a 2-piece molecular cluster, C12H22BCl4N4O4 overall in a non-equilibrium geometry.

Calculated values
**Charge**: +1
**F_max**: 3.237 eV/A
**LUMO energy**: -2.8 eV
**Gap between HOMO and LUMO**: 9.33 eV
**Energy above the lowest of the compared OMol25 structures with the same formula, charge and spin**: 0.0 kcal/mol
**Energy**: -2855.6960 hartree

```
47
Properties=species:S:1:pos:R:3:mulliken_charge:R:1
C 0.503 1.914 0.630 -0.77
C 1.970 1.588 0.311 0.63
O 2.764 2.737 0.154 -0.53
C 2.063 0.780 -0.973 -1.28
N 1.327 -0.464 -0.816 0.04
C 0.959 -1.172 -2.044 -1.14
C -0.538 -1.056 -2.264 0.27
O -1.262 -2.100 -1.563 -0.41
N -1.858 -1.667 -0.422 0.45
C -1.326 -1.845 0.837 -0.06
B 0.026 -2.505 1.312 0.30
N 0.488 -2.150 2.608 -0.57
O 0.665 -3.451 0.541 -0.49
C -2.276 -1.370 1.680 -0.45
N -3.312 -0.901 0.917 -0.05
C -3.063 -1.108 -0.372 0.48
C -3.986 -0.821 -1.494 -1.08
C -4.421 0.654 -1.576 0.27
C -3.290 1.744 -1.808 -0.49
O -4.110 1.383 -0.498 -0.42
H -0.054 1.981 -0.307 0.08
H 0.054 1.087 1.179 0.00
H 0.406 2.835 1.199 0.52
H 2.332 0.921 1.109 0.09
H 2.519 3.360 0.845 0.37
H 3.123 0.611 -1.197 0.30
H 1.651 1.373 -1.791 0.43
H 1.793 -1.068 -0.158 0.18
H 1.190 -2.227 -1.901 0.44
H 1.480 -0.784 -2.920 0.47
H -0.772 -1.194 -3.318 0.36
H -0.853 -0.068 -1.940 -0.11
H 0.265 -1.196 2.866 0.25
H 1.484 -2.270 2.747 0.25
H 1.584 -3.237 0.363 0.34
H -2.256 -1.360 2.753 0.53
H -4.162 -0.480 1.259 0.24
H -3.565 -1.125 -2.448 0.27
H -4.926 -1.341 -1.296 0.44
H -5.349 0.819 -2.119 0.50
H -2.566 0.912 -2.004 -0.08
H -2.530 2.342 -1.311 0.45
C 5.575 1.984 2.644 0.36
Cl 5.755 3.698 2.282 -0.09
Cl 5.384 1.082 1.140 -0.08
Cl 6.988 1.404 3.516 -0.09
Cl 4.126 1.748 3.644 -0.12
```

DFT (ωB97M-V with the def2-TZVPD basis set) results for the molecule C2H6N4O in a non-equilibrium geometry.

Calculated values
**F_max**: 4.418 eV/A
**LUMO energy**: 0.4 eV
**Gap between HOMO and LUMO**: 8.52 eV
**Energy above the lowest of the compared OMol25 structures with the same formula, charge and spin**: 163.4 kcal/mol
**Energy**: -373.8500 hartree

```
13
Properties=species:S:1:pos:R:3:mulliken_charge:R:1
C -0.846 -0.646 0.082 -0.64
C 0.148 0.497 0.529 0.33
N -0.373 -0.003 -2.172 -0.59
N -0.806 -0.759 -1.361 0.24
N 0.815 1.225 -0.629 -0.12
N 1.110 -0.121 1.346 -0.67
O 0.563 2.411 -0.768 -0.36
H -0.419 -1.464 0.572 0.40
H -1.980 -0.349 0.205 0.28
H -0.414 1.191 1.336 0.33
H -1.278 -1.797 -1.691 0.30
H 1.714 0.512 1.787 0.25
H 1.766 -0.696 0.764 0.24
```

DFT (ωB97M-V with the def2-TZVPD basis set) results for C7H13NO as an isolated structure in a non-equilibrium geometry.

Calculated values
**F_max**: 5.702 eV/A
**LUMO energy**: 0.7 eV
**Gap between HOMO and LUMO**: 9.23 eV
**Energy above the lowest of the compared OMol25 structures with the same formula, charge and spin**: 60.1 kcal/mol
**Energy**: -404.4316 hartree

```
22
Properties=species:S:1:pos:R:3:mulliken_charge:R:1
C -0.840 0.755 -0.897 0.00
C 0.848 0.252 0.742 -0.04
C 0.069 1.421 0.143 -0.97
C -1.560 -1.084 0.894 -0.71
C -0.372 -0.884 1.720 -0.67
C 1.995 -0.281 -0.098 -1.37
C -0.744 -0.761 -0.503 0.65
N -0.409 1.011 -2.250 -0.73
O -0.557 -1.677 -1.275 -0.59
H -1.885 1.072 -0.814 0.43
H 1.298 0.577 1.684 0.43
H 0.554 0.718 -2.384 0.27
H -0.976 0.481 -2.906 0.29
H -0.521 1.911 0.916 0.25
H 0.710 2.175 -0.321 0.44
H -1.903 -2.108 0.790 0.37
H -2.355 -0.356 1.045 0.27
H -0.510 -0.221 2.569 0.44
H 0.240 -1.765 1.885 0.27
H 1.691 -0.645 -1.079 0.28
H 2.497 -1.100 0.420 0.35
H 2.730 0.512 -0.279 0.35
```

DFT (ωB97M-V with the def2-TZVPD basis set) results for the molecule C5H8P2 in a non-equilibrium geometry.

Calculated values
**F_max**: 4.631 eV/A
**LUMO energy (spin up / spin down)**: -0.5 / -0.5 eV
**Gap between HOMO and LUMO (spin up / spin down)**: 6.98 / 6.97 eV
**Energy above the lowest of the compared OMol25 structures with the same formula, charge and spin**: 137.2 kcal/mol
**Energy**: -877.7436 hartree

```
15
Properties=species:S:1:pos:R:3:mulliken_charge:R:1
C -0.575 -2.434 0.743 -0.57
C -0.837 -0.459 -1.111 0.23
C 0.615 0.123 0.810 0.02
C -0.380 0.599 -2.119 -0.95
C 0.984 1.522 0.931 -0.97
P -1.279 -2.025 -0.857 -0.18
P -0.107 -1.079 1.701 0.01
H -1.099 -3.179 1.177 0.42
H 0.624 0.767 -2.008 0.30
H -1.006 1.452 -1.847 0.26
H -0.607 0.191 -3.060 0.41
H 1.988 1.797 1.103 0.38
H 0.409 2.193 1.634 0.30
H 0.778 2.188 0.155 0.31
H 0.491 -1.655 2.748 0.04
```

DFT (ωB97M-V with the def2-TZVPD basis set) results for the molecule C7H10 in a non-equilibrium geometry.

Calculated values
**F_max**: 2.815 eV/A
**LUMO energy (spin up / spin down)**: 0.4 / 0.8 eV
**Gap between HOMO and LUMO (spin up / spin down)**: 7.15 / 8.58 eV
**Energy above the lowest of the compared OMol25 structures with the same formula, charge and spin**: 133.7 kcal/mol
**Energy**: -272.5050 hartree

```
17
Properties=species:S:1:pos:R:3:mulliken_charge:R:1
C -1.934 -0.529 0.666 -1.22
C -0.421 1.314 -1.125 -1.34
C 1.585 -0.327 -1.050 -1.42
C 0.188 0.039 -0.705 0.48
C -0.615 -0.851 0.144 0.63
C 0.167 -0.420 1.414 -0.89
C 0.833 -0.225 2.402 0.19
H -0.454 -1.911 -0.069 0.37
H -2.242 0.494 0.817 0.31
H -2.471 -1.289 1.210 0.37
H 1.770 -1.403 -0.992 0.31
H -0.626 1.976 -0.268 0.28
H -1.415 1.117 -1.562 0.35
H 0.202 1.872 -1.823 0.39
H 1.843 0.022 -2.052 0.45
H 2.288 0.140 -0.338 0.27
H 1.303 -0.022 3.331 0.48
```